[1]
Computed, not measured: a cluster of 2 separate species, C2H7N2 in total at a distorted geometry, with wB97M-V/def2-TZVPD.

For the HOMO energy (spin up / spin down), the calculation gives -12.26 / -16.63 eV. For the orbital gap (spin up / spin down), the calculation gives 5.078 / 12.335 eV. Its total energy is -5156.116 eV.

```
! RIJCOSX wB97M-V def2-TZVPD def2/J DEFGRID3
* xyz 1 1
C 1.3300 0.0144 0.4314
C -2.2697 -0.1179 0.1315
N 2.0153 1.0661 0.1631
N 0.8309 -0.9493 -0.2621
H -1.8299 -0.7800 0.9726
H -1.6074 0.0573 -0.6929
H -3.2446 0.2685 0.0537
H 2.3755 1.5977 0.9161
H 2.5407 1.3805 -0.6266
H 0.7408 -1.8538 0.3079
H 1.1019 -1.0450 -1.2327
*
```

Results of the natural (NBO) charge analysis, in e, for atoms 1 through 8: number 1, C, carries 0.746; number 2, C, carries -0.480; number 3, N, carries -0.778; number 4, N, carries -0.785; number 5, H, carries 0.163; number 6, H, carries 0.139; number 7, H, carries 0.191; number 8, H, carries 0.445

=====

[2]
Computed, not measured: the ion C2H3N4S2 with charge -1 at a distorted geometry, with wB97M-V/def2-TZVPD.

For the HOMO energy, the calculation gives -2.76 eV. For the orbital gap, the calculation gives 6.266 eV. Its total energy is -29751.901 eV. As for the SMILES: N=C=NC(=S)N[N-]S.

```
! RIJCOSX wB97M-V def2-TZVPD def2/J DEFGRID3
* xyz -1 1
N 1.0134 -2.5317 1.6586
C 0.6827 -1.4151 1.3390
N 0.4220 -0.2587 1.3498
C -0.4898 0.6522 0.9510
S -0.9406 1.9054 1.9903
N -0.5808 0.7744 -0.3747
N -0.0497 0.0023 -1.3909
S -0.6348 0.6182 -2.8200
H 1.6382 -3.0323 0.9100
H -1.1519 1.5892 -0.8058
H 0.0913 1.6961 -2.8073
*
```

Results of the natural (NBO) charge analysis, in e, for atoms 1 through 8: number 1, N, carries -0.765; number 2, C, carries 0.686; number 3, N, carries -0.489; number 4, C, carries 0.199; number 5, S, carries -0.440; number 6, N, carries -0.356; number 7, N, carries -0.736; number 8, S, carries 0.105

=====

[3]
Computed, not measured: a structure of composition C2H5GdO2 at a distorted geometry, with wB97M-V/def2-TZVPD.

For the HOMO energy (spin up / spin down), the calculation gives -26.10 / -24.96 eV. For the orbital gap (spin up / spin down), the calculation gives 10.555 / 5.833 eV. Its total energy is -27045.974 eV.

```
! RIJCOSX wB97M-V def2-TZVPD def2/J DEFGRID3
* xyz 3 9
C 0.6807 0.6767 -0.8640
H 1.4692 1.2943 -0.4058
H 0.7106 0.8884 -1.9442
C 1.0240 -0.7352 -0.6550
O 0.3931 -1.5117 0.0666
Gd -1.4214 -1.8336 1.4836
H 1.9790 -1.0966 -1.0717
O -2.2367 0.3892 1.4572
H -2.2915 0.9633 2.2502
H -0.3070 0.9652 -0.3169
*
```

Results of the Löwdin charge analysis, in e, for atoms 1 through 8: number 1, C, carries 0.058; number 2, H, carries 0.157; number 3, H, carries 0.156; number 4, C, carries -0.076; number 5, O, carries -0.096; number 6, Gd, carries 2.322; number 7, H, carries 0.218; number 8, O, carries 0.004

=====

[4]
Computed, not measured: a structure of composition C21H38IrN2OP2 at a distorted geometry, with wB97M-V/def2-TZVPD.

For the HOMO energy (spin up / spin down), the calculation gives -4.97 / -6.35 eV. For the orbital gap (spin up / spin down), the calculation gives 5.493 / 3.565 eV. Its total energy is -48831.556 eV.

```
! RIJCOSX wB97M-V def2-TZVPD def2/J DEFGRID3
* xyz 0 6
Ir 0.0008 -0.2348 0.0135
P 2.3391 -0.5581 -0.3353
P -2.4300 -0.3038 -0.0170
N -0.0397 0.6562 -1.5489
H 1.1314 -2.7559 1.5926
C 2.7357 -2.1009 -1.2375
H 3.8253 -2.2323 -1.3264
H 2.3047 -2.0468 -2.2449
H 2.3101 -2.9657 -0.7129
C 3.4574 -0.5837 1.1133
H 4.5052 -0.6777 0.7881
H 3.2084 -1.4353 1.7571
H 3.3490 0.3458 1.6851
C 3.0571 0.7660 -1.3906
H 4.1561 0.7547 -1.3335
H 2.6935 1.7441 -1.0469
H 2.7456 0.6168 -2.4348
C -3.1229 -1.8289 -0.7532
H -4.2218 -1.8391 -0.7002
H -2.7188 -2.7013 -0.2283
H -2.8158 -1.8804 -1.8045
C -3.0074 -0.2727 1.7208
H -4.1060 -0.2898 1.7616
H -2.6441 0.6323 2.2250
H -2.6063 -1.1558 2.2386
C -3.2931 1.0289 -0.9457
H -4.3855 0.8868 -0.8770
H -2.9931 0.9729 -2.0052
H -3.0363 2.0181 -0.5511
C 0.0275 1.3635 -2.6859
C -0.0606 1.4751 -5.1321
C -0.0604 0.7246 -3.9694
C 0.2068 2.7933 -2.6694
C 0.0922 3.5288 -3.8338
C -0.0232 2.8788 -5.0709
H -0.0955 0.9727 -6.1017
H -0.1279 -0.3693 -3.9722
H 0.4172 3.2732 -1.7091
H 0.1062 4.6220 -3.7753
H -0.0695 3.4689 -5.9862
C 0.0685 -3.0557 1.4668
O -0.5345 -2.1438 0.5777
C 0.0580 -4.4504 0.8302
H -0.1617 -5.2016 1.5972
H 1.0475 -4.6702 0.4187
H -0.6888 -4.5352 0.0320
C -0.6071 -3.1321 2.8368
H -1.5595 -3.6764 2.7531
H -0.7911 -2.1523 3.2869
H 0.0572 -3.7031 3.5001
C 1.1418 -0.3323 3.2977
C 0.6573 0.9627 2.8236
C 0.5728 2.1453 3.5713
C -0.0194 3.1187 2.7562
C -0.2797 2.5214 1.5160
C -0.9565 3.2069 0.4098
N 0.1651 1.2174 1.5576
H 2.1961 -0.2798 3.6009
H 1.0257 -1.1012 2.5204
H 0.5730 -0.6513 4.1827
H 0.9023 2.2406 4.5912
H -0.2798 4.1447 2.9658
H -1.9595 3.5432 0.7284
H -0.4025 4.1220 0.1513
H -1.0367 2.5710 -0.4682
*
```

Results of the Löwdin charge analysis, in e, for atoms 1 through 8: number 1, Ir, carries 1.142; number 2, P, carries 0.716; number 3, P, carries 0.760; number 4, N, carries -0.229; number 5, H, carries 0.093; number 6, C, carries -0.241; number 7, H, carries 0.053; number 8, H, carries 0.046

=====

[5]
Computed, not measured: a structure of composition C51H63GaGeN2O4PS2Te at a distorted geometry, with wB97M-V/def2-TZVPD.

For the HOMO energy, the calculation gives -10.11 eV. For the orbital gap, the calculation gives 6.609 eV. Its total energy is -212221.205 eV.

```
! RIJCOSX wB97M-V def2-TZVPD def2/J DEFGRID3
* xyz 1 1
Ga 0.0615 -0.9539 0.3974
C -1.5518 0.9606 -6.3684
C -1.2604 0.9911 -4.8944
C -1.6188 2.0427 -4.0846
C -1.3846 2.0539 -2.6931
C -1.8670 3.1552 -1.8989
O -1.9319 3.0447 -0.6682
C -2.3226 4.4313 -2.5054
C -1.5175 5.1426 -3.3952
C -1.9312 6.3805 -3.8583
C -3.1528 6.9035 -3.4585
C -3.9573 6.1975 -2.5750
C -3.5373 4.9717 -2.0882
C -0.7718 0.9463 -2.0504
O -0.5317 0.8717 -0.7431
C -0.4005 -0.1178 -2.9177
C -0.6258 -0.0900 -4.2775
C 0.2082 -1.2824 -2.2620
N -0.4839 -1.9875 -1.4075
C -1.9541 -1.9580 -1.5114
C -2.4230 -2.8163 -2.6856
Te -1.5108 -4.7874 -2.6737
C -0.6024 -4.5169 -4.5772
C -1.3396 -3.9875 -5.6308
C -0.7527 -3.8090 -6.8749
C 0.5745 -4.1614 -7.0763
C 1.3043 -4.7128 -6.0338
C 0.7163 -4.8981 -4.7911
C 1.6089 -1.5815 -2.5075
C 2.4494 -0.6452 -3.1208
C 3.7695 -0.9658 -3.3747
C 4.2634 -2.2154 -3.0211
C 3.4352 -3.1472 -2.4073
C 2.1166 -2.8342 -2.1481
H -2.1825 1.7955 -6.6671
H -2.0586 0.0331 -6.6364
H -0.6243 1.0069 -6.9413
H -2.1420 2.8835 -4.5163
H -0.5581 4.7428 -3.6996
H -1.2969 6.9368 -4.5351
H -3.4728 7.8681 -3.8285
H -4.9099 6.6022 -2.2621
H -4.1538 4.4129 -1.3964
H -0.3269 -0.9467 -4.8749
H -2.3460 -0.9421 -1.6232
H -2.3502 -2.3803 -0.5892
H -2.1497 -2.3509 -3.6308
H -3.5040 -2.9261 -2.6407
H -2.3810 -3.7251 -5.4888
H -1.3386 -3.4134 -7.6945
H 1.0318 -4.0255 -8.0470
H 2.3352 -5.0038 -6.1883
H 1.2878 -5.3475 -3.9889
H 2.0686 0.3362 -3.3707
H 4.4194 -0.2431 -3.8494
H 5.2949 -2.4676 -3.2294
H 3.8231 -4.1207 -2.1368
H 1.4463 -3.5463 -1.6852
C 2.7945 -5.0161 2.7030
C 1.8728 -4.6983 1.5365
C 2.2792 -5.4394 0.2767
O 1.7796 -3.2669 1.1926
P 2.5894 -2.0437 1.8412
S 1.9405 -1.5054 3.5903
S 2.3244 -0.6355 0.3223
O 4.0823 -2.5403 1.7347
C 5.3328 -1.7972 1.8168
C 5.8651 -1.6424 0.4024
C 5.1919 -0.4704 2.5403
H 2.5826 -6.0252 3.0556
H 2.6287 -4.3289 3.5316
H 3.8378 -4.9581 2.4013
H 0.8566 -4.9684 1.8065
H 3.2249 -5.0455 -0.0992
H 1.5103 -5.3457 -0.4920
H 2.4053 -6.4969 0.5084
H 5.9854 -2.4593 2.3887
H 5.1823 -1.0317 -0.1899
H 5.9673 -2.6203 -0.0672
H 6.8433 -1.1637 0.4243
H 4.4992 0.1809 2.0041
H 6.1623 0.0222 2.5841
H 4.8250 -0.6186 3.5541
C -1.5649 -1.0954 1.6596
C -1.6530 -2.2986 2.5386
C -1.5665 -2.1675 3.9234
C -1.6358 -3.2736 4.7492
C -1.8007 -4.5432 4.1999
C -1.9217 -4.6860 2.8184
C -1.8404 -3.5719 2.0045
C -1.8011 -5.7004 5.0391
N -1.7643 -6.6411 5.6985
H -1.5523 -0.1863 2.2607
H -2.4248 -1.0446 0.9909
H -1.4340 -1.1850 4.3566
H -1.5397 -3.1635 5.8205
H -2.0789 -5.6682 2.3923
H -1.8889 -3.7061 0.9292
C 2.7888 1.4222 4.2976
C 1.2778 1.2408 4.4121
C 0.5194 1.9701 3.3002
C 0.7067 1.3324 1.9195
Ge -0.4160 2.4654 0.7120
C 0.8093 3.7672 -0.1784
C 1.5080 4.6853 0.8247
C 0.5452 5.6512 1.5101
C 1.2391 6.5270 2.5469
H 3.2912 1.0324 5.1820
H 3.0394 2.4808 4.2024
H 3.1793 0.8904 3.4284
H 0.9394 1.6340 5.3733
H 1.0381 0.1778 4.3849
H 0.8621 3.0119 3.2768
H -0.5473 1.9889 3.5470
H 0.4415 0.2778 1.9683
H 1.7428 1.3969 1.5861
H -1.6094 2.8514 1.6068
H 0.2783 4.3506 -0.9303
H 1.5486 3.1438 -0.6901
H 2.2714 5.2605 0.2932
H 2.0226 4.0839 1.5810
H -0.2507 5.0753 1.9954
H 0.0727 6.2832 0.7533
H 1.6599 5.9243 3.3533
H 0.5340 7.2315 2.9867
H 2.0488 7.1019 2.0957
*
```

Results of the Löwdin charge analysis, in e, for atoms 1 through 8: number 1, Ga, carries 0.476; number 2, C, carries -0.029; number 3, C, carries -0.236; number 4, C, carries 0.049; number 5, C, carries -0.046; number 6, C, carries -0.272; number 7, O, carries -0.071; number 8, C, carries -0.164